Molecular formula: C4H10FN
Method: DFT, wB97M-V/def2-TZVPD

Cartesian coordinates (Å):
H  -1.2425  1.7013  0.2754
N  1.3475  -0.5433  -0.3398
H  -1.0152  -1.3596  -0.2266
H  1.3467  1.7487  -0.1231
H  -1.3420  -0.5349  1.3744
H  3.3411  -1.3540  0.3847
H  0.8403  0.8250  1.2919
H  2.8876  0.3984  0.9200
C  -0.7236  0.8096  -0.1713
C  -1.5069  -0.3862  0.3003
C  2.7305  -0.3017  -0.0190
H  -0.7859  0.8049  -1.3088
H  0.8912  -1.1877  0.2720
H  3.1903  0.2664  -0.8649
C  0.7707  0.7573  0.1541
F  -2.7964  -0.3088  -0.1334

Atoms 1-6, force components in eV/Å:
H 0.70 -0.47 -0.65
N -0.02 3.05 0.60
H -1.33 1.99 1.16
H -1.10 -2.27 -0.29
H -0.92 0.09 0.08
H -1.56 2.96 -1.86

Properties
Net charge: 0
Electronic energy in eV: -8515.70925
Energy above the lowest of the compared OMol25 structures with the same formula, charge and spin in kJ/mol: 190.04
Structure (SMILES): CNCCCF
F_max in hartree/bohr: 0.088
Orbital gap in eV: 10.6

These are the Mulliken partial charges, in e, on atoms 1 to 5:
1 H 0.30
2 N -0.40
3 H 0.19
4 H 0.37
5 H 0.32

Molecular formula: C36H50InN2O5PS3Te
Method: DFT, wB97M-V/def2-TZVPD

Cartesian coordinates (Å):
C  6.4975  2.2299  -1.3739
H  -6.1013  -3.7180  -1.8583
C  -1.1344  3.4842  0.3556
C  7.4658  2.0445  -0.4017
C  -2.6891  0.8832  2.6601
O  0.2941  -2.7659  1.0538
H  -2.6914  -0.7013  4.8653
H  -5.7498  -5.2632  -0.0205
H  -4.6662  2.0962  1.3085
H  -5.4659  -2.3640  -0.9090
C  5.6705  1.1784  -1.7601
N  2.5722  0.4749  0.0519
C  2.5082  0.5565  -1.2081
H  6.3825  3.2021  -1.8394
Te  1.5190  -0.1110  -4.4246
C  2.2733  -3.4424  4.5981
C  1.3016  -4.3313  4.1154
H  6.9195  -1.2240  0.2750
H  -3.7762  -4.7947  -1.6949
H  -4.7806  0.8220  3.1937
H  -3.9248  -5.0127  1.4081
C  -5.3772  -3.4357  -1.0931
H  -1.4394  4.5036  0.6118
O  -0.9928  1.0721  -2.5541
C  -2.5504  1.8820  1.6865
O  -1.6109  0.3985  -4.9696
C  2.6414  -1.0367  1.7472
H  -4.8035  -0.5905  -5.1738
H  1.0231  -5.1985  4.7033
H  2.7179  -3.5978  5.5721
H  4.2344  -0.4657  3.0902
H  -1.3855  4.7083  -5.7291
S  1.9144  -0.8638  -2.2039
H  -3.0696  0.1128  -3.5158
H  0.7577  1.1648  5.1531
O  -3.2784  -1.8026  0.1414
C  -0.2586  2.2473  2.3732
C  4.0458  -0.5645  2.0238
H  3.4208  -1.7248  4.1974
C  2.0722  -2.1016  2.5586
H  -3.9532  -0.7236  3.3844
C  6.8025  -0.2498  -0.1825
C  0.7006  -4.1007  2.9103
N  2.0241  -0.5615  0.7099
H  4.2062  0.3964  1.5373
H  4.7615  -1.2795  1.6165
C  -4.0157  0.1675  2.7673
H  -3.6684  -0.2787  -6.4993
C  -1.5957  0.5393  3.4637
O  -0.4523  2.6030  -4.4446
H  1.4640  3.1753  3.2745
H  1.7401  2.6053  1.6216
H  -0.7709  2.4008  -6.4829
H  0.8813  -0.2994  4.1691
H  -1.7136  3.1549  -0.5049
H  4.8660  2.1781  -3.4930
S  -3.0088  -3.2683  0.0140
C  0.9889  -2.9533  2.1044
In  -0.7507  -0.6479  0.5173
P  -0.5668  1.0886  -3.9572
H  0.9110  2.7022  -6.0004
C  -0.1330  2.9606  -5.7934
S  3.0499  2.0325  -1.9968
C  2.6536  -2.3849  3.8122
H  8.3759  0.6546  0.9594
H  -3.3386  -1.5782  -5.3492
H  -4.3438  -0.1494  1.7775
H  5.1909  -0.8886  -1.4483
H  -0.0628  -4.7672  2.5264
C  1.0083  3.0681  2.2920
C  -5.5851  -4.2094  0.2105
C  -4.3074  -4.0565  1.0510
C  -0.3512  4.4499  -5.9542
H  8.1022  2.8713  -0.1132
H  -0.1277  4.7455  -6.9789
C  -3.0041  0.3986  -4.5673
C  0.8196  0.7880  4.1279
H  0.7953  4.0694  1.9236
C  -1.6813  -0.5712  4.4866
C  4.5987  1.4014  -2.7778
H  1.7485  1.1446  3.6895
C  5.8293  -0.0632  -1.1534
C  -3.9433  -3.7343  -1.4936
H  -0.0920  3.5084  0.0420
H  -6.4582  -3.8442  0.7502
C  -1.3246  2.5278  1.5098
H  0.2958  5.0030  -5.2745
H  -3.7104  1.5832  -0.0890
H  -4.4268  -3.3875  1.9011
C  -3.7170  2.2307  0.7945
H  4.3382  0.4911  -3.3174
H  -3.4073  1.4096  -4.6725
C  7.6215  0.8019  0.1975
H  -3.5644  -3.1269  -2.3143
H  -1.0408  -0.3662  5.3414
C  -0.3766  1.2163  3.3086
C  -3.7500  -0.5739  -5.4532
H  -1.3530  -1.5188  4.0453
H  -3.6646  3.2648  0.4602

Atoms 1-6, force components in eV/Å:
C 0.04 -0.03 0.01
H 0.05 -0.02 -0.02
C 0.00 -0.08 0.06
C 0.02 0.04 -0.01
C -0.06 0.04 0.03
O -0.45 0.59 -0.55

Properties
Net charge: 0
Electronic energy in eV: -105624.67408
Energy above the lowest of the compared OMol25 structures with the same formula, charge and spin in kJ/mol: 288.18
F_max in hartree/bohr: 0.026
Orbital gap in eV: 6.4

These are the Mulliken partial charges, in e, on atoms 1 to 5:
1 C -0.50
2 H 0.42
3 C -2.41
4 C -0.54
5 C 1.92

Molecular formula: C4H7NO2
Method: DFT, wB97M-V/def2-TZVPD

Cartesian coordinates (Å):
H  0.0037  -2.5990  0.8860
C  -0.1446  -0.5801  0.0970
H  0.4360  -2.4018  -0.7304
H  3.0507  0.9940  0.1414
O  1.1595  -0.0959  0.3091
H  -1.7395  2.2095  -0.4818
C  -1.2474  0.3137  -0.0168
H  -1.3679  -2.1745  -0.2351
H  1.4459  1.8734  0.6270
O  -2.4372  0.0033  0.1062
N  -0.8680  1.6436  -0.2386
H  0.0211  1.8936  -0.8245
C  -0.3282  -2.0062  -0.0539
C  2.0158  0.9266  0.4146

Atoms 1-6, force components in eV/Å:
H -0.89 1.01 -0.94
C 2.40 1.76 0.76
H -0.65 -0.06 -0.70
H 0.22 -1.27 -0.08
O 0.06 -2.29 -1.15
H 1.90 -0.93 0.38

Properties
Net charge: 0
Electronic energy in eV: -9842.61609
Energy above the lowest of the compared OMol25 structures with the same formula, charge and spin in kJ/mol: 449.97
F_max in hartree/bohr: 0.091
Orbital gap (spin up / spin down) in eV: 7.7 / 8.2

These are the Mulliken partial charges, in e, on atoms 1 to 5:
1 H 0.26
2 C 0.49
3 H 0.33
4 H 0.28
5 O -0.37

Molecular formula: C7H12N4O3SV
Method: DFT, wB97M-V/def2-TZVPD

Cartesian coordinates (Å):
C  -0.0015  0.6166  -3.8577
H  -3.0849  3.7593  0.3893
C  -0.1123  1.1107  -1.5068
N  2.8799  -3.6842  3.0350
N  0.9529  -3.5878  1.8216
O  -0.6821  0.5123  1.3343
V  0.6278  -0.9940  0.5157
N  -0.7801  1.8952  -0.5711
S  2.4647  -1.3601  1.8487
H  -0.8851  -2.9803  1.3348
C  -0.1181  1.5310  -2.8663
H  0.0041  -0.4513  -3.6326
H  -2.2868  2.9316  -1.6351
H  3.7125  -3.2524  3.4181
C  -2.0077  3.5756  0.4056
H  0.0408  0.9456  -4.8947
H  0.8073  -4.5802  1.9777
H  -0.2253  2.6007  -3.0655
H  -0.7810  3.8500  -1.3640
H  -0.0072  -3.5123  0.0595
H  -1.4660  4.4500  0.7791
C  -1.0459  1.5526  0.7416
C  2.0642  -2.9744  2.2326
O  -1.7650  2.4674  1.3498
C  -1.4789  3.1369  -0.9245
H  2.6730  -4.6356  3.3104
O  0.4495  0.0289  -1.1542
N  0.0511  -2.9520  0.9189

Atoms 1-6, force components in eV/Å:
C -0.12 0.69 0.64
H 0.29 0.00 0.17
C -0.16 -1.12 1.75
N -0.66 0.45 -0.64
N -0.80 -0.52 -0.54
O 0.00 0.83 -1.37

Properties
Net charge: +2
Electronic energy in eV: -56065.35207
Energy above the lowest of the compared OMol25 structures with the same formula, charge and spin in kJ/mol: 0.00
F_max in hartree/bohr: 0.040
Orbital gap (spin up / spin down) in eV: 7.8 / 9.0
Spin multiplicity: 4

These are the Mulliken partial charges, in e, on atoms 1 to 5:
1 C -0.73
2 H 0.32
3 C 1.07
4 N -0.40
5 N -0.22

Molecular formula: CH4N3P
Method: DFT, wB97M-V/def2-TZVPD

Cartesian coordinates (Å):
P  0.6663  -0.6533  -0.8732
H  -0.5420  2.2749  0.4039
N  1.4734  -1.1821  0.4717
N  -2.0433  -1.2655  -0.0311
H  2.4768  -1.0765  0.5007
C  -0.9616  -1.0437  -0.3555
N  -0.5747  2.2807  -0.6175
H  -1.5415  2.0705  -0.8566
H  1.0466  -1.4051  1.3576

Atoms 1-6, force components in eV/Å:
P -0.06 0.63 -0.77
H -0.13 -0.08 0.08
N 0.34 -0.18 0.64
N -0.57 -0.13 0.12
H -0.13 -0.01 -0.01
C 0.21 0.00 0.11

Properties
Net charge: 0
Electronic energy in eV: -14857.92766
Energy above the lowest of the compared OMol25 structures with the same formula, charge and spin in kJ/mol: 271.96
F_max in hartree/bohr: 0.019
Orbital gap (spin up / spin down) in eV: 10.0 / 7.2

These are the Mulliken partial charges, in e, on atoms 1 to 5:
1 P 0.08
2 H 0.23
3 N -0.38
4 N -0.34
5 H 0.21

Molecular formula: C11H30O16
Method: DFT, wB97M-V/def2-TZVPD

Cartesian coordinates (Å):
O  -2.7990  -0.1442  1.1026
H  -0.2046  0.9083  0.7375
H  -2.8124  -4.2625  -0.3891
C  -0.2324  3.0714  -2.2484
H  -3.2084  -0.7041  0.4429
H  5.6418  1.4416  -1.3783
C  -1.7913  1.5233  -2.7038
H  -1.3969  -3.8643  -0.7493
H  1.1507  -0.2569  1.2520
H  -2.6478  -0.3678  5.7337
C  -1.2017  3.5426  -3.3777
H  -0.5952  0.3208  4.9405
O  -2.3975  0.4711  -2.6439
H  2.7787  -2.7603  -3.2490
H  4.0674  -3.1052  -0.4130
H  0.8533  -0.5638  -1.2279
C  3.4992  1.0622  -0.9612
O  -4.0552  -1.7975  -1.1291
O  4.3724  2.2290  -2.7668
O  2.5422  2.0918  -4.2197
O  -0.0443  -4.8371  2.0347
H  -0.7386  -0.6861  -1.1177
O  -2.1676  -4.3147  -1.0947
H  -0.5501  3.6119  -4.2487
C  0.1579  -0.1159  0.8248
C  -2.6541  2.5336  5.4103
H  -1.3006  1.1617  3.4922
H  -1.8098  4.4158  -3.1413
H  -3.4061  -1.3733  -1.6903
H  3.1348  1.4834  -0.0243
H  3.6998  -0.0090  -0.9781
O  -1.3766  2.1356  5.3117
H  2.2491  -2.8126  -1.8318
C  0.1268  -0.9190  -0.4972
H  -1.8881  -0.0661  0.8192
H  -3.1692  -0.2160  4.0722
H  -0.4901  -0.6013  1.5546
O  -1.9502  2.4239  -3.6133
O  2.4754  1.3881  -1.9919
C  -2.7465  0.3389  4.9097
O  2.2291  -3.2830  -2.6652
H  -0.1082  3.7287  -1.3878
H  4.6968  2.8320  -0.8037
H  0.5868  -4.4556  1.4245
H  3.6322  -3.2339  1.0313
H  0.7506  2.9590  -2.7056
C  -1.4035  0.9421  4.5549
O  -3.0001  3.6422  5.7040
C  3.0792  1.9507  -3.0794
O  -0.7811  1.8805  -1.8546
C  4.6796  1.9496  -1.4433
H  1.4211  -2.2576  0.0407
O  3.3429  -2.9059  0.1799
H  -0.4293  -4.0844  2.4835
O  0.5471  -2.2496  -0.3565
O  -3.4992  1.5057  5.1971
H  -4.8591  -1.2978  -1.2718

Atoms 1-6, force components in eV/Å:
O -0.05 0.34 0.55
H 0.58 0.14 -0.18
H -0.22 0.07 0.10
C 0.61 2.05 -0.76
H -0.44 -0.44 -0.44
H -0.06 0.07 -0.14

Properties
Net charge: 0
Electronic energy in eV: -44652.27277
Structure (SMILES): O=C1OCCO1.O=C1OCCO1.O=C1OCCO1.CCO.O.O.O.O.O.O
F_max in hartree/bohr: 0.111
Orbital gap in eV: 10.0

These are the Mulliken partial charges, in e, on atoms 1 to 5:
1 O -0.66
2 H 0.47
3 H 0.29
4 C 0.19
5 H 0.39

Molecular formula: C4H9NO2P
Method: DFT, wB97M-V/def2-TZVPD

Cartesian coordinates (Å):
C  3.1790  -0.3048  -0.3373
C  -1.4775  0.9380  0.8838
O  -0.8732  -1.4623  -1.3351
H  4.1161  -0.6934  -0.5074
H  -1.5902  0.6790  -1.2837
H  -3.0117  1.6569  -0.5715
H  1.8995  -1.9846  -0.0292
N  -1.4302  -0.4180  1.0547
H  -2.1139  1.4340  1.5599
C  -1.9560  1.4263  -0.5021
H  -1.4097  2.3067  -0.7430
H  3.2302  0.7705  -0.5216
H  -0.4862  1.3541  1.0645
H  1.2364  -0.4036  0.3641
O  -0.5922  -2.8505  0.7087
P  -0.8142  -1.5107  0.1482
C  2.0940  -0.9376  0.0470

Atoms 1-6, force components in eV/Å:
C -0.79 1.82 0.09
C 0.40 1.66 -2.03
O 0.67 0.84 -0.53
H 1.73 -1.68 -0.74
H -0.98 0.81 0.92
H -0.29 -0.32 -0.04

Properties
Net charge: -1
Electronic energy in eV: -19168.86108
Energy above the lowest of the compared OMol25 structures with the same formula, charge and spin in kJ/mol: 165.93
F_max in hartree/bohr: 0.054
Orbital gap in eV: 7.9

These are the Mulliken partial charges, in e, on atoms 1 to 5:
1 C -0.56
2 C -0.27
3 O -0.65
4 H 0.28
5 H 0.24

Molecular formula: C4H13NOS
Method: DFT, wB97M-V/def2-TZVPD

Cartesian coordinates (Å):
H  -0.4675  1.3262  0.9455
H  -0.1776  -2.5003  0.7014
H  -2.2803  -0.9554  0.4324
H  -1.3603  -0.0533  -0.4010
C  1.4453  1.2941  -0.0259
H  1.5006  -0.8568  1.5780
C  -0.1746  -1.4592  0.3332
H  -2.4807  -0.9899  -2.4257
O  -2.5682  -0.5635  -3.3083
H  -3.4905  -0.3731  -3.4788
S  3.2380  1.2367  0.4934
H  0.4859  -1.5936  -0.5323
H  3.3611  2.5167  0.0557
C  0.5422  0.9293  1.1231
H  0.0121  -0.6413  2.4183
H  0.8344  1.3538  2.0752
N  -1.4811  -1.0443  -0.1888
H  1.3692  0.6541  -0.8943
C  0.4319  -0.6018  1.4145
H  1.2598  2.3216  -0.3155

Atoms 1-6, force components in eV/Å:
H 0.08 0.03 -0.12
H -0.57 0.32 0.02
H 0.42 -0.85 0.68
H 0.04 -0.15 -0.58
C 0.81 0.15 0.65
H -0.46 -0.50 -0.15

Properties
Net charge: 0
Electronic energy in eV: -18731.18999
Energy above the lowest of the compared OMol25 structures with the same formula, charge and spin in kJ/mol: 79.23
Structure (SMILES): NCCCCS.O
F_max in hartree/bohr: 0.049
Orbital gap in eV: 9.9

These are the Mulliken partial charges, in e, on atoms 1 to 5:
1 H 0.42
2 H 0.35
3 H 0.23
4 H 0.33
5 C -0.65

- Which of these has the lowest net charge?
  C4H9NO2P